# 1
Here is a gas-phase ion, C4H3N2O4 (charge -1) in a non-equilibrium geometry from OMol25. Energies are from wB97M-V/def2-TZVPD.

* total energy: -15368.3498 eV
* SMILES string: O=CC(=O)NC(=O)/N=C/[O-]
* energy above the lowest of the compared OMol25 structures with the same formula, charge and spin: 5.8 kcal/mol
* highest occupied orbital energy: -5.2 eV
* charge: -1

Last column: Mulliken charge in e.
Cartesian coordinates (Å):
C 1.767 -0.089 -0.350  0.4563
C -0.531 -1.049 0.324  0.4198
C -2.353 0.438 0.032  0.0276
C 1.291 1.330 -0.082  0.2697
N 0.939 -1.089 -0.011  -0.1364
N -1.024 0.168 -0.123  -0.3497
O 1.315 1.835 1.035  -0.5131
O 2.935 -0.192 -0.741  -0.6577
O -1.022 -2.060 0.700  -0.6005
O -2.974 1.301 -0.541  -0.5967
H -2.715 -0.435 0.695  0.1940
H 1.146 1.940 -1.097  0.2162
H 1.226 -2.098 0.158  0.2706

***

# 2
Here is a gas-phase ion, C4H3N2O5 (charge -1) in a non-equilibrium geometry from OMol25. Energies are from wB97M-V/def2-TZVPD.

* total energy: -17411.9911 eV
* SMILES string: O=C([O-])N1C=CO[C@@H]1[N+](=O)[O-]
* energy above the lowest of the compared OMol25 structures with the same formula, charge and spin: 131.5 kcal/mol
* highest occupied orbital energy: -4.1 eV
* charge: -1

Last column: Mulliken charge in e.
Cartesian coordinates (Å):
C -1.316 -0.747 -0.223  -0.2468
C -1.801 0.456 -0.358  -0.3026
C 1.076 -1.734 -0.051  0.6459
C 0.122 0.756 0.733  0.0739
N -0.155 -0.779 0.511  -0.2049
N 1.270 1.295 -0.190  1.0036
O 2.103 -1.445 0.506  -0.6466
O 0.609 -2.608 -0.731  -0.6507
O 1.235 1.121 -1.393  -0.5617
O 1.960 2.128 0.371  -0.6692
O -1.003 1.432 0.247  -0.4018
H -1.961 -1.610 -0.412  0.3109
H -2.773 0.853 -0.760  0.3173
H 0.633 0.883 1.751  0.3327

***

# 3
Here is C4H3N3 in the gas phase in a non-equilibrium geometry from OMol25. Energies are from wB97M-V/def2-TZVPD.

* total energy: -8664.2398 eV
* SMILES string: C#Cc1nc[nH]n1
* energy above the lowest of the compared OMol25 structures with the same formula, charge and spin: 50.1 kcal/mol
* highest occupied orbital energy: -9.5 eV

Last column: Mulliken charge in e.
Cartesian coordinates (Å):
C 2.060 0.058 -2.035  0.0372
C 1.209 0.181 -1.179  -0.4266
C 0.160 0.096 -0.211  0.3123
C -1.073 0.543 1.419  -0.0334
H 2.713 0.205 -2.825  0.4585
H -1.590 0.820 2.324  0.3880
H -1.917 -1.515 1.194  0.2705
N -0.105 1.074 0.705  -0.5498
N -1.275 -0.707 1.013  0.1317
N -0.527 -1.050 -0.097  -0.5885

***

# 4
Here is C4H3N3 in the gas phase in a non-equilibrium geometry from OMol25. Energies are from wB97M-V/def2-TZVPD.

* total energy: -8664.2936 eV
* SMILES string: N#Cc1cn[nH]c1
* energy above the lowest of the compared OMol25 structures with the same formula, charge and spin: 48.8 kcal/mol
* highest occupied orbital energy: -10.2 eV

Last column: Mulliken charge in e.
Cartesian coordinates (Å):
C 1.855 0.121 -0.327  0.1054
C 0.332 -0.067 -0.016  0.3219
C -0.444 -0.889 0.882  -0.5023
C -0.575 0.550 -0.707  -0.2744
H -0.096 -1.573 1.533  0.5120
H -2.583 0.697 -0.285  0.1333
H -0.414 1.117 -1.635  0.4030
N 2.918 0.303 -0.491  -0.3522
N -1.726 -0.391 0.886  -0.6565
N -1.750 0.298 -0.195  0.3098

***

# 5
Here is a molecular structure, C4H3N3 in a non-equilibrium geometry from OMol25. Energies are from wB97M-V/def2-TZVPD.

* total energy: -8661.3368 eV
* energy above the lowest of the compared OMol25 structures with the same formula, charge and spin: 117.0 kcal/mol
* highest occupied orbital energy (alpha / beta): -9.0 / -9.0 eV

Last column: Mulliken charge in e.
Cartesian coordinates (Å):
C 1.237 -0.060 0.105  -0.1149
C 0.534 1.175 -0.041  -0.5836
C 0.427 -1.127 -0.126  -0.4513
C -0.906 0.710 -0.469  0.3437
N -2.084 0.748 0.245  -0.2234
N -2.132 -0.489 0.397  -0.1887
N -0.874 -0.720 -0.398  -0.0203
H 2.326 -0.217 0.292  0.3430
H 0.898 2.121 0.176  0.4364
H 0.573 -2.140 -0.182  0.4591

***

# 6
Here is C4H3N3 in the gas phase in a non-equilibrium geometry from OMol25. Energies are from wB97M-V/def2-TZVPD.

* total energy: -8664.9674 eV
* SMILES string: N#CC1=NCC=N1
* energy above the lowest of the compared OMol25 structures with the same formula, charge and spin: 33.3 kcal/mol
* highest occupied orbital energy: -10.9 eV

Last column: Mulliken charge in e.
Cartesian coordinates (Å):
N 3.397 -0.761 0.308  -0.4041
C 2.268 -0.505 0.225  0.2506
C 0.864 -0.206 0.132  0.4021
N -0.085 -1.228 0.254  -0.4710
C -1.222 -0.626 0.083  -0.0235
C -1.012 0.797 -0.141  -0.3756
N 0.420 0.996 -0.053  -0.4746
H -2.173 -1.148 0.107  0.4333
H -1.634 1.573 0.281  0.3640
H -0.823 1.108 -1.197  0.2989

***

# 7
Here is C4H3N3O in the gas phase in a non-equilibrium geometry from OMol25. Energies are from wB97M-V/def2-TZVPD.

* total energy: -10710.3955 eV
* SMILES string: c1nn2cncc2o1
* energy above the lowest of the compared OMol25 structures with the same formula, charge and spin: 75.1 kcal/mol
* highest occupied orbital energy: -8.8 eV

Last column: Mulliken charge in e.
Cartesian coordinates (Å):
C 0.104 -2.013 -0.440  0.0567
C -0.709 1.406 -0.620  0.0345
C 0.623 1.099 1.162  -0.3516
C 0.234 -0.167 0.648  0.3650
H 0.479 -2.898 -0.769  0.4130
H -1.797 1.663 -1.070  0.2648
H 1.479 1.535 1.911  0.2772
N -0.651 -1.248 -1.156  -0.6300
N -0.548 0.070 -0.443  0.4081
N -0.050 1.937 0.358  -0.5320
O 0.836 -1.386 0.421  -0.3056

***

# 8
Here is C4H3N3O in the gas phase in a non-equilibrium geometry from OMol25. Energies are from wB97M-V/def2-TZVPD.

* total energy: -10709.2683 eV
* SMILES string: C#Cc1ncnn1O
* energy above the lowest of the compared OMol25 structures with the same formula, charge and spin: 101.1 kcal/mol
* highest occupied orbital energy: -9.3 eV

Last column: Mulliken charge in e.
Cartesian coordinates (Å):
C 1.922 -0.848 -0.011  0.0299
C -0.170 -0.506 0.049  0.4662
C -1.603 -0.422 0.147  -0.3727
C -2.817 -0.378 -0.095  -0.2113
H 0.519 2.626 0.254  0.4161
H 2.982 -1.266 -0.152  0.3382
H -3.834 -0.652 -0.145  0.4122
N 0.536 0.643 0.086  0.8948
N 1.797 0.463 -0.044  -0.7994
N 0.784 -1.443 -0.013  -0.6560
O -0.114 1.783 -0.076  -0.5179

***

# 9
Here is C4H3N3O in the gas phase in a non-equilibrium geometry from OMol25. Energies are from wB97M-V/def2-TZVPD.

* total energy: -10712.6492 eV
* SMILES string: N#Cc1c[nH]c(O)n1
* energy above the lowest of the compared OMol25 structures with the same formula, charge and spin: 23.1 kcal/mol
* highest occupied orbital energy: -8.6 eV

Last column: Mulliken charge in e.
Cartesian coordinates (Å):
C -1.298 -0.388 -0.150  0.3713
C 0.771 0.150 -0.102  0.3889
C 0.002 1.340 -0.059  -0.4622
C 2.216 -0.161 0.018  0.1918
H -3.115 -0.317 0.172  0.3604
H 0.361 2.333 -0.109  0.4383
H -1.941 1.805 0.465  0.2988
N -0.100 -0.861 -0.201  -0.5121
N -1.290 1.064 0.032  -0.1848
N 3.319 -0.420 0.161  -0.4432
O -2.369 -0.994 0.160  -0.4472

***

# 10
Here is C4H3N3O in the gas phase in a non-equilibrium geometry from OMol25. Energies are from wB97M-V/def2-TZVPD.

* total energy: -10710.3585 eV
* SMILES string: [H]/N=C1\C=NC(C=O)=N1
* energy above the lowest of the compared OMol25 structures with the same formula, charge and spin: 75.9 kcal/mol
* highest occupied orbital energy: -10.6 eV

Last column: Mulliken charge in e.
Cartesian coordinates (Å):
C 1.597 -0.095 -0.062  0.3800
C 0.987 1.427 -0.173  -0.1123
C -0.626 -0.220 0.134  0.5860
C -1.945 -0.739 0.027  -0.1351
H 3.511 -0.211 -0.262  0.2942
H 1.536 2.266 0.255  0.2975
H -2.141 -1.782 0.228  0.3706
N 2.612 -0.874 -0.040  -0.4728
N -0.208 1.331 0.210  -0.3092
N 0.427 -0.955 0.075  -0.4422
O -2.850 0.122 -0.187  -0.4568

***

# 11
Here is C4H3N3O2 in the gas phase in a non-equilibrium geometry from OMol25. Energies are from wB97M-V/def2-TZVPD.

* total energy: -12756.3954 eV
* SMILES string: N#Cc1n(O)cc[n+]1[O-]
* energy above the lowest of the compared OMol25 structures with the same formula, charge and spin: 101.3 kcal/mol
* highest occupied orbital energy (alpha / beta): -8.9 / -8.9 eV

Last column: Mulliken charge in e.
Cartesian coordinates (Å):
C -1.870 -0.764 0.157  0.1202
C 1.458 0.137 -0.111  -0.3301
C 0.960 1.397 -0.151  -0.5392
C -0.770 0.006 0.177  0.2093
N -2.812 -1.418 0.200  -0.4195
N 0.490 -0.704 0.119  0.2288
N -0.370 1.327 0.059  0.6178
O -1.126 2.362 0.038  -0.7161
O 0.543 -2.026 -0.090  -0.4352
H 2.392 -0.284 -0.084  0.5009
H 1.515 2.288 -0.047  0.4018
H -0.409 -2.321 -0.266  0.3612

***

# 12
Here is C4H3N3S in the gas phase in a non-equilibrium geometry from OMol25. Energies are from wB97M-V/def2-TZVPD.

* total energy: -19496.1707 eV
* energy above the lowest of the compared OMol25 structures with the same formula, charge and spin: 123.9 kcal/mol
* highest occupied orbital energy (alpha / beta): -8.1 / -8.1 eV

Last column: Mulliken charge in e.
Cartesian coordinates (Å):
C 2.073 0.881 0.035  -0.1676
C -0.242 -0.354 0.097  -0.5680
C 1.184 -0.244 0.110  0.5642
C 1.572 -1.626 0.011  -0.0548
N 3.340 0.878 -0.059  -0.2548
N 0.562 -2.433 -0.050  -0.6582
N -0.573 -1.633 -0.061  0.1498
S 4.484 -0.213 0.065  0.0480
H 1.774 1.970 0.030  0.2991
H -0.842 0.503 0.258  0.4078
H -1.521 -1.842 -0.289  0.2344

***

# 13
Here is C4H3NO in the gas phase in a non-equilibrium geometry from OMol25. Energies are from wB97M-V/def2-TZVPD.

* total energy: -7726.6747 eV
* SMILES string: C#CN1CC1=O
* energy above the lowest of the compared OMol25 structures with the same formula, charge and spin: 140.0 kcal/mol
* highest occupied orbital energy: -9.0 eV

Last column: Mulliken charge in e.
Cartesian coordinates (Å):
C -1.782 -0.502 -0.077  0.0105
C 0.531 -0.852 0.559  0.5517
C -2.708 -0.134 0.536  -0.3351
C 0.435 -0.449 -0.784  -0.3267
N -0.652 -1.121 -0.299  -0.2462
O 1.084 -0.724 1.595  -0.4565
H -3.716 -0.086 0.306  0.2985
H 0.881 0.615 -0.724  0.2677
H 1.192 -1.477 -0.967  0.2361

***

# 14
Here is C4H3NO in the gas phase in a non-equilibrium geometry from OMol25. Energies are from wB97M-V/def2-TZVPD.

* total energy: -7727.6581 eV
* energy above the lowest of the compared OMol25 structures with the same formula, charge and spin: 117.3 kcal/mol
* highest occupied orbital energy: -10.2 eV

Last column: Mulliken charge in e.
Cartesian coordinates (Å):
C -0.944 -1.474 -2.530  -0.4543
C -0.699 -0.833 -1.447  0.7706
C 0.131 -0.113 -0.036  0.6727
C 0.469 0.657 1.140  -0.8853
N 0.583 -1.061 -0.815  -0.5313
O -1.121 0.161 -0.602  -0.3727
H -0.366 1.380 1.125  0.2689
H 1.516 1.122 1.049  0.2546
H 0.430 0.161 2.115  0.2768

***

# 15
Here is C4H3NO2 in the gas phase from OMol25. Energies are from wB97M-V/def2-TZVPD.

* total energy: -9776.9031 eV
* SMILES string: C=C=C(C=O)N=O
* energy above the lowest of the compared OMol25 structures with the same formula, charge and spin: 110.3 kcal/mol
* highest occupied orbital energy: -9.5 eV

Last column: Mulliken charge in e.
Cartesian coordinates (Å):
O -2.228 1.094 -0.981  -0.4777
C -1.635 0.045 -1.069  -0.1838
C -0.341 -0.255 -0.412  0.1694
N 0.170 -1.601 -0.711  0.0106
O 1.229 -1.877 -0.218  -0.3146
C 1.241 0.875 1.290  -0.6443
C 0.353 0.493 0.422  0.5711
H -2.024 -0.813 -1.655  0.3754
H 2.151 1.391 0.991  0.2505
H 1.084 0.648 2.342  0.2435

***

# 16
Here is a molecular structure, C4H3NO2 in a non-equilibrium geometry from OMol25. Energies are from wB97M-V/def2-TZVPD.

* total energy: -9776.6857 eV
* energy above the lowest of the compared OMol25 structures with the same formula, charge and spin: 115.3 kcal/mol
* highest occupied orbital energy: -8.9 eV

Last column: Mulliken charge in e.
Cartesian coordinates (Å):
C -0.680 0.113 -0.010  0.1740
C -0.101 1.378 0.024  -0.3422
C -1.958 -0.204 0.044  0.5394
C 0.472 -0.976 0.059  -0.3550
N 1.129 1.357 0.016  -0.0078
O -3.098 -0.394 -0.008  -0.3511
O 1.635 -0.292 -0.084  -0.4924
H 0.234 -1.416 0.996  0.2845
H 0.465 -1.586 -0.826  0.2984
H 1.903 2.022 -0.212  0.2522

***

# 17
Here is C4H3NO2 in the gas phase in a non-equilibrium geometry from OMol25. Energies are from wB97M-V/def2-TZVPD.

* total energy: -9775.4919 eV
* SMILES string: C#C/C(C=O)=N/O
* energy above the lowest of the compared OMol25 structures with the same formula, charge and spin: 142.9 kcal/mol
* highest occupied orbital energy: -10.0 eV

Last column: Mulliken charge in e.
Cartesian coordinates (Å):
C 0.011 -0.060 -0.159  0.3417
C 0.356 -0.220 1.208  -0.0829
C 0.019 1.362 -0.640  -0.8556
C 0.066 2.466 -0.950  0.6117
H -0.410 -2.675 -1.751  0.4146
H 0.327 -1.345 1.480  0.2937
H 0.124 3.411 -1.524  0.4218
N -0.489 -0.986 -1.017  -0.3125
O -0.330 -2.271 -0.719  -0.3586
O 0.414 0.550 2.239  -0.4738

***

# 18
Here is 2 unconnected molecules or ions with the total composition C4H3NO2S in a non-equilibrium geometry from OMol25. Energies are from wB97M-V/def2-TZVPD.

* total energy: -20610.4462 eV
* energy above the lowest of the compared OMol25 structures with the same formula, charge and spin: 152.4 kcal/mol
* highest occupied orbital energy: -9.7 eV

Last column: Mulliken charge in e.
Cartesian coordinates (Å):
C 0.052 0.416 0.189  1.0659
C 0.997 -0.912 0.435  -0.3799
C -0.814 -0.199 -1.002  -0.0299
C 0.578 1.748 -0.044  -0.1085
H -1.798 0.023 1.361  0.4103
H 0.155 -2.163 0.844  0.3133
H -0.287 -0.523 -2.029  0.2993
N 1.039 2.727 -0.467  -0.3579
O -0.758 0.497 1.379  -0.6016
O -1.807 -0.954 -0.600  -0.4972
S 2.644 -0.661 -0.066  -0.1138